Below is 2 unconnected molecules or ions with the total composition C25H25F4 at a distorted geometry, with properties calculated with wB97M-V/def2-TZVPD.

Each line ends with the Mulliken charge.
Positions of all 54 atoms, in Å:
C -0.6610 -4.5685 0.1546  -0.499
H 0.8557 1.2234 5.4336  0.389
C 0.2423 1.6921 3.3987  1.463
C -0.7669 2.2492 1.1101  0.846
H 1.6018 -7.0480 0.0092  0.499
H 2.1758 2.6312 3.7172  0.381
H 1.0995 -0.2756 0.5830  0.224
C -0.0543 1.4734 4.8891  -1.500
C 1.2325 2.8509 3.2126  -1.829
C 1.7088 -5.2379 -1.1074  0.037
C 0.5536 0.3550 2.6082  -0.317
C 1.0984 -4.0369 -1.3825  -0.609
C -0.9466 -0.3007 -2.2066  -0.098
H 0.4403 -1.8153 -2.6725  0.380
C -0.7347 -2.4159 -1.0286  -0.121
H -1.4792 -0.3199 3.3363  0.351
C 1.1281 -6.1080 -0.2042  -0.316
H -0.4851 2.3732 5.3276  0.369
C 0.3925 2.6211 -4.9313  -0.297
C -1.0628 1.7388 2.5083  -0.184
F 2.3029 1.2999 -5.4061  -0.284
H 2.1579 0.9706 1.2298  0.484
H -1.3119 -0.2691 1.5415  0.063
H 1.5865 -3.3712 -2.0651  0.538
H -2.1547 2.0114 -2.8408  0.537
F 2.8782 -5.5582 -1.7065  -0.276
F -1.5066 3.9396 -4.4281  -0.282
H -1.5695 -2.1444 -0.4100  0.358
H -0.7634 0.6635 5.0457  0.343
C -0.0566 -5.7754 0.4275  -0.006
C 1.1368 1.4728 -4.7458  -0.021
C -0.1018 -3.6658 -0.7620  0.686
H 1.3068 -0.3570 -3.7301  0.556
H 0.7427 3.3757 -5.6091  0.507
C -1.6127 3.2796 0.4638  -1.321
H -1.5820 -4.3359 0.6559  0.497
C 0.6949 0.5116 -3.8688  -0.594
H -1.7951 -0.0444 -1.5965  0.342
H -1.9461 2.1739 3.0085  0.512
C -1.2292 1.8480 -3.3600  -0.458
H -1.0134 4.1449 0.1802  0.319
C -0.3484 -1.5248 -2.0054  -0.403
H -2.4065 3.6227 1.1286  0.440
H -2.0784 2.8876 -0.4410  0.097
H 0.5052 2.0003 -0.5230  0.575
C -0.7898 2.8099 -4.2401  -0.022
H 0.8152 3.7689 3.6309  0.391
C -0.9938 0.1818 2.4897  -0.837
C -0.4970 0.6715 -3.1489  0.563
C 1.1111 0.6490 1.1736  -1.172
H 1.4506 3.0369 2.1632  0.369
H 1.0766 -0.4108 3.2047  0.432
F -0.6179 -6.6403 1.3039  -0.276
C 0.2710 1.6955 0.4841  -0.822

Computed properties:
* energy relative to the best compared isomer or geometry (same formula, charge and spin): 0.8 kcal per mole
* DFT total energy: -37191.6319 eV
* molecular weight: 401.47 g mol⁻¹
* F_max: 1.1 eV/Å
* charge: +1